Here is C2H3I2NO as an isolated structure at a distorted geometry from the OMol25 dataset. Energies are from ωB97M-V/def2-TZVPD.

Calculated values
* energy relative to the best compared isomer or geometry (same formula, charge and spin): 4.203 eV
* total charge: 0
* spin multiplicity: 1
* highest occupied orbital energy: -8.317 eV

```
9
Properties=species:S:1:pos:R:3:lowdin_charge:R:1
C 2.150 -0.432 1.620 -0.436
C -1.235 0.159 -0.449 -1.083
N 2.018 -1.561 1.202 0.152
O 2.513 0.559 2.122 0.132
I -2.880 -1.092 0.062 0.503
I -1.713 2.249 0.332 0.918
H -1.570 0.155 -1.551 -0.137
H -0.967 1.695 1.644 -0.186
H 1.308 -1.938 0.457 0.138
```